No. 1
Density functional theory data (the ωB97M-V functional and the def2-TZVPD basis) for a structure of composition C52H38BaBrN7O2PS in a non-equilibrium geometry.

Values from the calculation:
Energy above the lowest of the compared OMol25 structures with the same formula, charge and spin = 50.8 kJ/mol
E_LUMO = -0.111 Ha
Spin multiplicity = 1
Total charge = +1
HOMO energy = -9.76 eV
Electronic energy = -5877.08048 Eh

The geometry in XYZ format:
```
103
Properties=species:S:1:pos:R:3:lowdin_charge:R:1
Ba 0.321 0.484 -0.300 1.60
N 0.485 4.288 1.491 0.09
C 0.114 4.340 2.847 -0.32
C -0.246 5.574 3.395 -0.04
C -0.552 5.686 4.737 -0.07
C -0.510 4.568 5.565 -0.08
C -0.156 3.347 5.023 -0.09
C 0.158 3.209 3.669 -0.31
P 0.746 1.599 3.008 1.02
C 2.461 1.554 3.632 -0.39
C 2.819 1.251 4.944 -0.09
C 4.149 1.302 5.340 -0.06
C 5.136 1.669 4.435 -0.07
C 4.790 1.994 3.130 -0.07
C 3.461 1.929 2.731 -0.12
C -0.213 0.377 3.967 -0.39
C -1.602 0.533 3.971 -0.11
C -2.417 -0.390 4.603 -0.07
C -1.859 -1.496 5.235 -0.08
C -0.486 -1.675 5.219 -0.07
C 0.333 -0.744 4.585 -0.11
H 0.180 5.072 0.936 0.09
H 0.300 3.408 1.039 0.00
H -0.276 6.450 2.756 0.11
H -0.826 6.652 5.141 0.11
H -0.752 4.651 6.616 0.11
H -0.131 2.471 5.662 0.11
H 2.061 0.997 5.674 0.10
H 4.411 1.063 6.363 0.11
H 6.171 1.712 4.750 0.11
H 5.553 2.296 2.424 0.11
H 3.198 2.190 1.712 0.09
H -2.054 1.381 3.472 0.11
H -3.491 -0.257 4.588 0.11
H -2.497 -2.218 5.729 0.11
H -0.043 -2.537 5.703 0.11
H 1.402 -0.907 4.584 0.08
S -3.262 3.983 -7.072 1.05
N -3.553 4.257 -5.510 -0.20
C -2.659 3.546 -4.840 -0.30
C -2.550 3.480 -3.385 -0.08
C -3.421 4.168 -2.539 0.02
C -3.278 4.033 -1.181 -0.02
C -2.260 3.212 -0.704 -0.13
N -1.409 2.567 -1.491 0.02
C -1.551 2.688 -2.826 -0.14
C -0.614 1.930 -3.700 -0.14
N 0.341 1.193 -3.102 -0.01
C 1.195 0.520 -3.872 -0.14
C 1.134 0.502 -5.261 -0.02
C 0.151 1.243 -5.873 0.03
C -0.731 1.982 -5.088 -0.08
C -1.783 2.814 -5.666 -0.30
N -2.013 2.971 -6.961 -0.20
H -4.197 4.786 -2.972 0.13
H -3.939 4.535 -0.488 0.12
H -2.144 3.063 0.365 0.11
H 1.985 -0.022 -3.359 0.10
H 1.845 -0.083 -5.830 0.12
H 0.049 1.274 -6.951 0.13
C 2.861 -1.735 2.117 -0.04
O 2.434 -1.759 0.751 -0.13
C 2.816 -2.847 0.022 -0.21
C 3.633 -3.864 0.481 -0.04
C 3.987 -4.894 -0.389 -0.67
Br 5.106 -6.267 0.247 0.79
C 3.544 -4.925 -1.691 -0.06
C 2.701 -3.908 -2.140 -0.08
C 2.347 -2.884 -1.284 -0.18
O 1.574 -1.819 -1.689 -0.08
C 2.253 -3.863 -3.547 -0.28
N 3.011 -4.024 -4.583 0.20
C 2.167 -3.811 -5.681 -0.22
C 2.466 -3.852 -7.042 -0.01
C 1.441 -3.601 -7.933 -0.08
C 0.138 -3.314 -7.488 -0.09
C -0.170 -3.259 -6.140 -0.02
C 0.877 -3.508 -5.259 -0.20
N 0.949 -3.502 -3.865 0.14
H 3.950 -1.739 2.180 0.11
H 2.446 -2.582 2.663 0.11
H 2.493 -0.809 2.540 0.05
H 4.002 -3.870 1.495 0.10
H 3.836 -5.712 -2.371 0.12
H 1.344 -1.954 -2.623 0.07
H 3.469 -4.081 -7.378 0.12
H 1.639 -3.634 -8.996 0.10
H -0.642 -3.137 -8.217 0.10
H -1.173 -3.042 -5.798 0.11
H 0.163 -3.689 -3.260 0.17
C -1.786 -0.549 0.575 -0.37
C -2.821 -1.084 0.973 -0.23
C -3.998 -1.726 1.500 -0.28
C -3.881 -2.868 2.298 -0.05
C -5.008 -3.482 2.822 -0.08
C -6.271 -2.968 2.560 -0.09
C -6.400 -1.836 1.765 -0.09
C -5.275 -1.221 1.238 -0.05
H -2.895 -3.263 2.501 0.11
H -4.901 -4.368 3.436 0.10
H -7.151 -3.449 2.970 0.10
H -7.382 -1.432 1.556 0.10
H -5.372 -0.339 0.619 0.11
```



No. 2
Density functional theory data (the ωB97M-V functional and the def2-TZVPD basis) for a structure of composition C30H27ClO3PSTl in a non-equilibrium geometry.

Values from the calculation:
E_LUMO = -0.023 Ha
Spin multiplicity = 1
Total charge = 0
HOMO energy = -8.33 eV
Electronic energy = -2757.06514 Eh

The geometry in XYZ format:
```
64
Properties=species:S:1:pos:R:3:lowdin_charge:R:1
C -1.093 -1.345 1.256 -0.18
C -0.992 -1.890 -0.055 -0.16
C 0.403 -2.085 -0.343 -0.20
H -1.806 -2.081 -0.732 0.11
C 1.142 -1.716 0.810 -0.17
C 0.239 -1.202 1.774 -0.20
H 0.503 -0.784 2.730 0.11
H -1.996 -1.042 1.754 0.11
H 0.811 -2.456 -1.267 0.12
H 2.215 -1.672 0.875 0.13
Tl 0.000 0.000 0.000 0.67
Cl 1.849 1.261 -0.432 0.21
P 0.116 0.348 -3.812 1.08
C 1.221 -0.715 -4.830 -0.39
C 0.802 -1.428 -5.950 -0.09
H -0.231 -1.376 -6.265 0.10
C 1.702 -2.204 -6.667 -0.08
H 1.362 -2.755 -7.534 0.10
C 3.033 -2.271 -6.280 -0.09
H 3.733 -2.875 -6.841 0.10
C 3.460 -1.562 -5.164 -0.08
H 4.494 -1.614 -4.852 0.10
C 2.558 -0.799 -4.439 -0.11
H 2.893 -0.260 -3.561 0.10
C -1.538 -0.084 -4.491 -0.39
C -2.172 -1.207 -3.957 -0.11
H -1.687 -1.768 -3.167 0.08
C -3.411 -1.611 -4.428 -0.09
H -3.887 -2.486 -4.007 0.10
C -4.047 -0.884 -5.426 -0.09
H -5.019 -1.192 -5.787 0.10
C -3.431 0.242 -5.953 -0.08
H -3.922 0.814 -6.730 0.10
C -2.183 0.638 -5.493 -0.08
H -1.707 1.512 -5.916 0.10
C 0.402 2.002 -4.565 -0.38
C 1.103 2.209 -5.751 -0.08
H 1.517 1.364 -6.283 0.10
C 1.271 3.492 -6.254 -0.08
H 1.819 3.638 -7.176 0.10
C 0.734 4.582 -5.585 -0.09
H 0.865 5.581 -5.980 0.10
C 0.034 4.386 -4.402 -0.08
H -0.382 5.232 -3.870 0.11
C -0.121 3.107 -3.890 -0.10
H -0.656 2.960 -2.960 0.10
C 0.171 1.326 8.579 -0.06
C -0.082 1.491 7.109 -0.27
C -0.578 0.413 6.360 -0.03
C -0.798 0.549 4.986 -0.05
C -0.524 1.764 4.345 -0.28
C -0.037 2.846 5.091 -0.04
C 0.180 2.712 6.466 -0.02
S -0.717 1.903 2.564 0.77
O -2.079 1.420 2.044 -0.39
O -0.684 3.364 2.092 -0.37
O 0.535 1.112 1.676 -0.64
H -0.773 1.053 9.096 0.09
H 0.918 0.520 8.738 0.09
H 0.566 2.260 9.033 0.08
H -0.782 -0.537 6.842 0.12
H -1.165 -0.297 4.421 0.11
H 0.190 3.786 4.607 0.12
H 0.566 3.556 7.025 0.11
```



No. 3
Density functional theory data (the ωB97M-V functional and the def2-TZVPD basis) for a cluster of 2 separate species, C7H11N2O2 in total in a non-equilibrium geometry.

Values from the calculation:
Energy above the lowest of the compared OMol25 structures with the same formula, charge and spin = 72.6 kJ/mol
E_LUMO = 0.130 Ha
Spin multiplicity = 1
Total charge = -1
HOMO energy = -4.69 eV
Electronic energy = -533.38731 Eh

The geometry in XYZ format:
```
22
Properties=species:S:1:pos:R:3:lowdin_charge:R:1
C 3.354 0.169 -2.177 -0.07
C 1.029 0.322 -1.191 -0.06
C 2.411 0.384 -1.004 -0.41
C 1.581 1.004 0.835 -0.23
N 0.557 0.856 0.006 0.04
N 2.755 0.732 0.260 0.07
H 0.453 0.084 -2.073 0.10
H -0.473 1.060 0.252 0.11
H 3.960 -0.734 -2.166 0.06
H 3.975 1.084 -2.143 0.07
H 1.362 1.493 1.815 0.13
H 2.822 0.269 -3.125 0.06
C -2.603 -0.572 0.504 -0.20
C -2.178 -1.805 1.229 -0.15
C -2.545 0.739 1.441 -0.71
O -2.785 0.567 2.631 -0.04
O -1.983 1.737 0.866 -0.14
H -1.926 -0.285 -0.328 0.07
H -3.653 -0.574 0.088 0.11
H -1.475 -1.667 2.036 0.06
H -1.552 -2.548 0.688 0.06
H -3.086 -2.314 1.556 0.06
```